(1)
2 unconnected molecules or ions with the total composition H7N4OP in a non-equilibrium geometry. Source: the OMol25 dataset; level of theory: ωB97M-V with the def2-TZVPD basis set.

- ΔE to the lowest compared entry with this formula, charge and spin: 0.000 eV
- Spin multiplicity: 3
- HOMO-LUMO gap (alpha / beta): 7.408 / 9.225 eV

```
13
Properties=species:S:1:pos:R:3:forces:R:3:lowdin_spin:R:1
N -1.40270 -1.68780 -0.32684 -0.01 -0.62 -1.78 0.324
N 1.20149 1.03590 1.52975 0.78 -0.54 1.73 0.016
N -0.14862 -1.73060 0.10445 1.07 -0.21 1.14 0.663
N 0.61115 1.58228 0.41246 -0.96 0.56 -1.17 0.108
O -0.37306 1.08763 -1.84142 1.60 -0.09 -2.42 0.166
P 1.01221 0.84041 -1.04339 0.96 -0.37 -0.93 0.648
H -1.94841 -1.53836 0.48514 -1.20 0.03 0.16 0.006
H -1.85326 -2.13243 -1.17968 1.17 0.56 1.50 0.010
H 1.96178 0.44074 1.20885 -0.08 -0.23 0.65 0.005
H 0.51861 0.48070 2.05807 0.48 0.11 -0.58 0.002
H 0.64313 -2.03739 -0.47209 -1.27 -0.03 -0.82 0.027
H 0.83216 2.55369 0.29464 -0.07 0.71 0.63 0.020
H -1.05448 1.10523 -1.22993 -2.48 0.11 1.90 0.005
```
Forces are in eV/Å.

---

(2)
2 unconnected molecules or ions with the total composition H7NSi2 in a non-equilibrium geometry. Source: the OMol25 dataset; level of theory: ωB97M-V with the def2-TZVPD basis set.

- ΔE to the lowest compared entry with this formula, charge and spin: 1.278 eV
- HOMO-LUMO gap: 8.683 eV

```
10
Properties=species:S:1:pos:R:3:forces:R:3:lowdin_charge:R:1
N 0.60997 0.69237 -2.04372 -0.71 -1.74 -0.17 -0.271
Si -0.60172 -0.15740 2.01948 -2.23 -0.92 -3.12 0.567
Si 0.09718 -1.02162 -2.26410 -1.17 2.57 -0.32 0.530
H 1.49328 0.98630 -1.64291 -0.24 0.08 -0.27 -0.006
H -0.04465 1.45040 -2.24112 0.48 -0.36 0.27 -0.012
H -1.20573 -0.46906 3.21027 -1.09 -1.19 2.11 -0.182
H 0.14279 0.89686 2.42913 2.56 1.95 0.40 -0.182
H -1.71853 0.59133 1.27205 0.64 -0.70 0.08 -0.103
H 1.37337 -1.58713 -1.97307 1.64 -0.56 0.54 -0.238
H -0.14595 -1.38205 1.23399 0.13 0.86 0.48 -0.103
```
Forces are in eV/Å.

---

(3)
4 unconnected molecules or ions with the total composition H7O4. Source: the OMol25 dataset; level of theory: ωB97M-V with the def2-TZVPD basis set.

- Total charge: -2
- Spin multiplicity: 2
- HOMO-LUMO gap (alpha / beta): 2.562 / 8.860 eV

```
11
Properties=species:S:1:pos:R:3:forces:R:3:lowdin_spin:R:1
O -1.46873 -0.84439 -1.58935 0.61 -0.68 0.34 0.015
H -1.01609 -1.70552 -1.56620 -0.29 0.23 -0.37 0.003
O -2.45821 -1.04073 0.75684 0.26 0.23 -0.12 0.014
H -2.53124 -0.09204 0.91433 0.00 -0.14 0.15 0.002
H -1.97613 -1.01244 -0.18824 -0.55 0.08 -0.06 0.001
O 1.00913 -0.38933 -0.28902 -0.58 -0.30 -0.25 0.151
H 0.23728 -0.50337 -0.91005 0.15 0.39 0.18 0.005
H 0.57711 -0.61376 0.54421 0.21 0.13 0.08 0.016
O 2.42199 2.31355 1.00612 -0.51 0.53 0.52 0.519
H 3.37218 2.14416 0.84041 0.00 -0.21 -0.28 0.222
H 1.83272 1.74387 0.48095 0.70 -0.27 -0.18 0.051
```
Forces are in eV/Å.

---

(4)
4 unconnected molecules or ions with the total composition H7O4 in a non-equilibrium geometry. Source: the OMol25 dataset; level of theory: ωB97M-V with the def2-TZVPD basis set.

- ΔE to the lowest compared entry with this formula, charge and spin: 0.779 eV
- Spin multiplicity: 2
- HOMO-LUMO gap (alpha / beta): 11.159 / 6.761 eV

```
11
Properties=species:S:1:pos:R:3:forces:R:3:lowdin_spin:R:1
O -2.25495 0.87542 1.61424 2.37 0.75 -0.27 0.001
H -1.31258 1.21679 1.51146 -1.60 -0.16 0.72 0.000
O 0.70907 -0.51968 -0.26157 1.37 -3.26 0.91 0.942
H 1.19093 -1.37771 0.13341 -1.46 2.30 -1.11 0.007
H -2.25532 0.34124 0.82437 -0.66 -0.55 -0.45 0.001
O -0.35746 -1.50835 -2.56794 -1.17 -0.39 -0.91 0.005
H 0.44033 -1.32528 -2.10924 0.89 0.27 0.49 0.001
H -0.89970 -0.72589 -2.42948 0.03 -0.04 -0.03 0.000
O 1.54085 1.47714 1.02033 -0.17 -3.66 -0.21 0.054
H 1.27247 0.57168 0.48411 0.57 3.50 1.26 -0.009
H 1.92636 0.97463 1.78030 -0.17 1.24 -0.38 -0.001
```
Forces are in eV/Å.

---

no.,calculated total energy (a.u.)
1,-639.65997
2,-637.83543
3,-305.03027
4,-305.01546